{"formula": "C3H6N2O2S", "method": "wB97M-V/def2-TZVPD", "homo_ev": -7.95, "total_charge": 0, "energy_ha": -775.69704, "de_lowest_kcal_mol": 278.1, "mol_weight_da": 134.2, "e_lumo_ev": -1.20, "homo_lumo_gap_ha": 0.24803, "elements": ["C", "C", "C", "H", "H", "H", "H", "H", "H", "N", "N", "O", "O", "S"], "positions_angstrom": [[2.167, -0.909, 0.419], [0.512, 0.254, -0.988], [-2.492, 1.342, 0.234], [2.785, -1.157, -0.741], [2.726, -0.062, 1.406], [1.775, -2.064, 1.146], [-1.384, -0.822, 0.255], [-3.314, 0.979, 1.080], [-2.567, 2.266, -0.648], [0.740, -0.439, 0.052], [-1.616, 0.412, 0.268], [-0.045, -1.492, 0.532], [-0.790, 0.588, -1.033], [1.502, 1.104, -1.983]]}


{"formula": "C3H6N2O2S", "method": "wB97M-V/def2-TZVPD", "homo_ev": -8.71, "total_charge": 0, "energy_ha": -775.97929, "de_lowest_kcal_mol": 100.9, "mol_weight_da": 134.2, "e_lumo_ev": -0.15, "homo_lumo_gap_ha": 0.31457, "elements": ["C", "C", "C", "H", "H", "H", "H", "H", "H", "N", "N", "O", "O", "S"], "positions_angstrom": [[0.456, 1.742, 0.229], [-0.138, -0.651, -0.051], [-1.244, -1.659, -0.137], [1.185, 1.405, 1.001], [0.915, 1.994, -0.742], [-0.062, 2.586, 0.592], [-2.359, 0.536, -0.149], [-0.989, -2.674, -0.513], [3.245, -1.740, 0.202], [-0.517, 0.639, 0.152], [0.981, -1.248, -0.128], [-1.632, 1.042, -0.609], [-2.387, -1.438, 0.281], [2.545, -0.534, -0.130]]}


{"formula": "C3H6N2O2S", "method": "wB97M-V/def2-TZVPD", "homo_ev": -8.60, "total_charge": 0, "energy_ha": -775.99604, "de_lowest_kcal_mol": 90.4, "mol_weight_da": 134.2, "e_lumo_ev": 0.77, "homo_lumo_gap_ha": 0.34450, "elements": ["C", "C", "C", "H", "H", "H", "H", "H", "H", "N", "N", "O", "O", "S"], "positions_angstrom": [[1.293, 1.475, -0.041], [0.674, 0.168, -0.103], [-1.307, -1.049, -0.148], [1.642, 1.754, 0.967], [0.614, 2.243, -0.342], [2.173, 1.510, -0.671], [-0.716, -1.973, -0.349], [-4.603, -0.148, -0.269], [2.951, -1.560, 0.575], [-2.580, -1.153, -0.030], [1.314, -0.964, 0.015], [-0.665, 0.106, -0.192], [2.633, -0.705, 0.329], [-3.422, 0.297, 0.258]]}


Repeat the second record exactly.
{"formula": "C3H6N2O2S", "method": "wB97M-V/def2-TZVPD", "homo_ev": -8.71, "total_charge": 0, "energy_ha": -775.97929, "de_lowest_kcal_mol": 100.9, "mol_weight_da": 134.2, "e_lumo_ev": -0.15, "homo_lumo_gap_ha": 0.31457, "elements": ["C", "C", "C", "H", "H", "H", "H", "H", "H", "N", "N", "O", "O", "S"], "positions_angstrom": [[0.456, 1.742, 0.229], [-0.138, -0.651, -0.051], [-1.244, -1.659, -0.137], [1.185, 1.405, 1.001], [0.915, 1.994, -0.742], [-0.062, 2.586, 0.592], [-2.359, 0.536, -0.149], [-0.989, -2.674, -0.513], [3.245, -1.740, 0.202], [-0.517, 0.639, 0.152], [0.981, -1.248, -0.128], [-1.632, 1.042, -0.609], [-2.387, -1.438, 0.281], [2.545, -0.534, -0.130]]}